Computed, not measured: 2 unconnected molecules or ions with the total composition C5H7OP, with ωB97M-V with the def2-TZVPD basis set.

Calculated values
Relative energy (zero: lowest compared OMol25 entry of this formula, charge and spin) ... 2.168 eV
Molar mass ... 114.08 g/mol
HOMO level (spin up / spin down) ... -6.98 / -10.76 eV
HOMO-LUMO gap (spin up / spin down) ... 6.88 / 8.93 eV
Multiplicity ... 3
Energy ... -611.118694 Ha

Cartesian coordinates (Å):
C: 1.144010 -0.834648 -1.830565
C: 1.074110 0.080080 -0.848001
C: -0.686113 1.443711 0.603434
C: -1.474377 0.225386 0.196359
C: 0.011590 0.242906 0.137967
O: 0.820108 -2.316994 2.871766
P: 0.260874 -1.029189 2.292938
H: 0.518685 -1.684381 -2.249500
H: -0.701245 2.277427 0.060772
H: -0.678747 1.670197 1.706003
H: -1.985913 -0.502964 0.986442
H: -2.034766 0.233471 -0.698655
H: 1.683969 0.903832 -0.813913
H: 2.047816 -0.708834 -2.415048

Atoms 1-6, force components in eV/Å:
C 0.68 -0.71 -1.17
C -3.80 -1.56 0.96
C 0.07 -2.91 4.28
C -0.52 -2.19 1.76
C -0.12 -0.32 -1.06
O -0.57 1.66 -1.09

Atomic charges from the Mulliken analysis, expressed in e, are listed below: C -0.66; C -0.28; C -0.71; C -0.46; C 0.31; O -0.50; P 0.37; H 0.27; H 0.38; H 0.17; H 0.18; H 0.30; H 0.37; H 0.26